[1]
{
  "formula": "C5H11Cl2NO4",
  "method": "ωB97M-V/def2-TZVPD",
  "symbols": ["C", "C", "O", "C", "O", "O", "C", "N", "O", "H", "H", "H", "H", "H", "H", "H", "H", "H", "C", "Cl", "Cl", "H", "H"],
  "coordinates": [[1.45905, 0.69343, 0.45490], [-0.05160, 0.70503, 0.67898], [-0.25314, 0.70594, 2.08656], [-0.69468, -0.48439, -0.00162], [-1.98412, -0.22340, -0.52615], [-2.93823, -0.70926, 0.38702], [-3.72135, 0.27370, 0.92352], [-3.61493, 1.53795, 0.35595], [-4.40463, -0.03451, 1.79522], [1.77194, -0.06969, -0.23688], [1.96100, 0.48589, 1.38638], [1.78915, 1.64447, 0.06478], [-0.44767, 1.63373, 0.28737], [-1.17741, 0.90423, 2.27356], [-0.75487, -1.30565, 0.70229], [-0.10861, -0.84053, -0.82898], [-4.28648, 1.70171, -0.37726], [-3.63893, 2.25620, 1.06153], [4.29287, -1.79928, -2.22537], [3.84610, -0.19887, -1.62138], [3.76554, -3.08079, -1.12862], [3.82017, -1.94995, -3.18850], [5.37083, -1.84594, -2.32328]],
  "nbo_charge": [-0.63, 0.05, -0.72, -0.12, -0.25, -0.26, 0.86, -0.91, -0.54, 0.21, 0.23, 0.21, 0.18, 0.46, 0.21, 0.20, 0.40, 0.39, -0.39, -0.02, -0.02, 0.22, 0.22],
  "smiles": "C[C@H](O)COOC(N)=O.ClCCl",
  "multiplicity": 1,
  "gap_ev": 10.5
}

[2]
{
  "formula": "C24H22BrCoN5O6S",
  "method": "ωB97M-V/def2-TZVPD",
  "symbols": ["Co", "O", "C", "C", "C", "C", "C", "C", "C", "O", "N", "N", "C", "C", "Br", "C", "C", "C", "C", "C", "C", "C", "H", "H", "H", "H", "H", "H", "H", "H", "H", "H", "H", "H", "H", "H", "C", "N", "C", "C", "C", "O", "N", "C", "O", "H", "H", "H", "H", "H", "S", "C", "N", "C", "C", "O", "O", "H", "H", "H"],
  "coordinates": [[0.07717, 0.90812, 0.53087], [4.93865, -2.02547, -0.43852], [4.77810, -0.98693, -1.33135], [5.70663, -0.76822, -2.34261], [5.50465, 0.26101, -3.25151], [4.37749, 1.06275, -3.14488], [3.46892, 0.84003, -2.11849], [3.65418, -0.18132, -1.19758], [2.63434, -0.34647, -0.06194], [2.01723, 0.80093, 0.20680], [1.70328, -1.45360, -0.50817], [0.41521, -1.16894, -0.67159], [-0.43851, -2.11528, -0.53736], [-1.79706, -2.01029, -1.04164], [-2.01029, -0.82117, -2.50972], [-2.85494, -2.76665, -0.71096], [-3.04789, -3.71861, 0.38905], [-4.26970, -4.40779, 0.40677], [-4.56424, -5.34023, 1.38551], [-3.64216, -5.60650, 2.38932], [-2.43576, -4.92071, 2.39924], [-2.13758, -3.98768, 1.41805], [5.79009, -2.44073, -0.61027], [6.58239, -1.40744, -2.41714], [6.23339, 0.43553, -4.03492], [4.21390, 1.86962, -3.84896], [2.59524, 1.46703, -1.97824], [3.14422, -0.78637, 0.81367], [1.89108, -2.34749, -0.06071], [-0.14031, -3.05077, -0.07017], [-3.73075, -2.66244, -1.34114], [-4.99570, -4.20165, -0.37144], [-5.51841, -5.85395, 1.36704], [-3.87050, -6.32411, 3.16811], [-1.71873, -5.09154, 3.19224], [-1.21108, -3.44083, 1.50192], [-0.08912, 5.27243, -1.59044], [0.20186, 4.79571, -0.26023], [0.49083, 5.63285, 0.78262], [0.74066, 5.15822, 2.00823], [0.68163, 3.70402, 2.26525], [0.93520, 3.25364, 3.37552], [0.32231, 2.93356, 1.19437], [0.15212, 3.42155, -0.03136], [-0.04626, 2.66241, -0.99977], [-0.07203, 6.36293, -1.58093], [-1.07161, 4.92545, -1.91195], [0.64455, 4.90278, -2.30935], [0.50859, 6.68954, 0.54012], [0.97418, 5.81541, 2.83259], [0.19079, -1.14178, 2.32511], [-0.25229, -0.97349, 3.93471], [-0.55617, -0.93719, 5.05522], [-4.15492, 1.24778, -0.28320], [-2.84313, 1.74022, 0.33610], [-2.78362, 2.89974, 0.74397], [-1.92769, 0.84828, 0.34963], [-4.96177, 1.94237, -0.05282], [-4.39597, 0.24534, 0.07424], [-4.03070, 1.18640, -1.36689]],
  "nbo_charge": [1.52, -0.69, 0.37, -0.34, -0.22, -0.26, -0.16, -0.10, 0.26, -0.90, -0.43, -0.21, -0.08, -0.02, 0.05, -0.25, -0.08, -0.19, -0.23, -0.24, -0.22, -0.14, 0.46, 0.18, 0.19, 0.20, 0.26, 0.15, 0.35, 0.18, 0.20, 0.20, 0.19, 0.20, 0.21, 0.24, -0.38, -0.44, 0.05, -0.38, 0.63, -0.64, -0.71, 0.77, -0.73, 0.18, 0.22, 0.20, 0.18, 0.21, -0.48, 0.11, -0.52, -0.73, 0.80, -0.71, -0.87, 0.20, 0.21, 0.21],
  "charge": -2,
  "multiplicity": 4,
  "gap_ev": [6.2, 6.2],
  "s_squared": 3.76,
  "relative_energy_kj_mol": 0.0
}

[3]
{
  "formula": "C4H14NO",
  "method": "ωB97M-V/def2-TZVPD",
  "symbols": ["C", "C", "N", "C", "C", "H", "H", "H", "H", "H", "H", "H", "H", "H", "H", "H", "H", "H", "H", "O"],
  "coordinates": [[-0.62438, 1.65898, -0.90696], [0.50454, 1.49041, 0.08609], [0.96957, 0.06139, 0.10182], [0.51848, -0.78980, 1.23080], [-1.01189, -0.87275, 1.39345], [-0.99327, 2.69883, -0.85701], [-0.33067, 1.75793, -1.95487], [-1.49557, 1.02504, -0.80137], [0.30697, 1.71262, 1.12841], [1.29609, 2.18381, -0.20944], [0.72475, -0.39865, -0.79751], [2.01635, -0.01307, 0.12022], [0.97601, -1.77417, 1.13489], [0.83165, -0.24622, 2.12374], [-1.66948, -1.29106, 0.64619], [-1.33730, 0.17368, 1.47639], [-1.17255, -1.30389, 2.38499], [-0.06395, -1.48183, -2.64906], [0.13076, -2.76596, -1.76826], [0.42387, -1.82531, -1.88248]],
  "nbo_charge": [-0.67, -0.33, -0.74, -0.35, -0.63, 0.23, 0.23, 0.22, 0.21, 0.22, 0.44, 0.24, 0.22, 0.20, 0.22, 0.20, 0.22, 0.47, 0.47, -1.05],
  "multiplicity": 2,
  "gap_ev": [3.3, 12.6],
  "s_squared": 0.75,
  "relative_energy_kj_mol": 196.7
}

[4]
{
  "formula": "C4H10NO2",
  "method": "ωB97M-V/def2-TZVPD",
  "symbols": ["C", "C", "C", "O", "N", "C", "O", "H", "H", "H", "H", "H", "H", "H", "H", "H", "H"],
  "coordinates": [[0.19628, -0.14779, -1.15958], [-0.55694, -1.33189, -0.46989], [-1.49496, -0.77910, 0.58499], [-0.79101, -0.57800, 1.80915], [1.42542, 0.27704, -0.44203], [1.32598, 1.67808, 0.17611], [0.99277, 1.62465, 1.48288], [0.53364, -0.37567, -2.16801], [-0.52443, 0.66257, -1.32658], [-1.10243, -1.69179, -1.35982], [0.19848, -1.99747, -0.07951], [-2.20360, 0.02051, 0.30507], [-2.23215, -1.52677, 0.94567], [1.57857, -0.37379, 0.31738], [0.50325, 2.12974, -0.42859], [2.31781, 2.14740, 0.05942], [-0.16666, 0.26227, 1.75337]],
  "nbo_charge": [-0.21, -0.45, -0.06, -0.80, -0.71, 0.13, -0.96, 0.16, 0.17, 0.18, 0.21, 0.15, 0.15, 0.35, 0.07, 0.09, 0.52],
  "smiles": "[O-]CNCCCO",
  "charge": -1,
  "multiplicity": 1,
  "gap_ev": 7.1,
  "relative_energy_kj_mol": 284.2
}

[5]
{
  "formula": "C3H9OS",
  "method": "ωB97M-V/def2-TZVPD",
  "symbols": ["C", "O", "C", "C", "H", "H", "H", "H", "H", "H", "H", "S", "H", "H"],
  "coordinates": [[0.47339, -0.54448, 0.35704], [-0.35790, -0.99482, -0.64389], [0.35623, 0.97199, 0.57391], [0.80310, 1.72160, -0.67725], [1.53845, -0.76111, 0.11673], [0.28357, -1.05553, 1.32447], [0.93575, 1.28456, 1.45156], [-0.70057, 1.17885, 0.76831], [0.81068, 2.80836, -0.55713], [0.14004, 1.45476, -1.50047], [1.80798, 1.39949, -0.96824], [-2.12088, -2.87806, 0.48390], [-1.16185, -1.75641, -0.06527], [-2.80800, -2.82918, -0.66369]],
  "nbo_charge": [-0.04, -0.85, -0.42, -0.61, 0.11, 0.13, 0.17, 0.19, 0.18, 0.22, 0.19, -0.74, 0.36, 0.11],
  "charge": -1,
  "multiplicity": 1,
  "gap_ev": 7.7,
  "relative_energy_kj_mol": 70.5
}

[6]
{
  "formula": "C13H17NO4S",
  "method": "ωB97M-V/def2-TZVPD",
  "symbols": ["C", "C", "C", "C", "O", "O", "C", "H", "H", "C", "O", "N", "H", "C", "H", "H", "C", "C", "H", "C", "H", "C", "H", "O", "H", "H", "H", "H", "S", "C", "C", "H", "H", "H", "H", "H"],
  "coordinates": [[0.99401, 1.94414, -0.80237], [2.26988, 1.35161, -0.31101], [2.52992, 0.00655, -0.14497], [1.72033, -1.18131, -0.35946], [2.10112, -2.30374, -0.13121], [0.48481, -0.89559, -0.83687], [-0.41594, -1.98206, -0.99124], [-0.75226, -2.01079, -2.03192], [0.09849, -2.92293, -0.76145], [-1.64190, -1.85804, -0.08078], [-2.56012, -2.64667, -0.15298], [-1.57498, -0.83612, 0.78723], [-0.82923, -0.16409, 0.67719], [-2.64761, -0.45257, 1.66903], [-3.32719, -1.30092, 1.76697], [-2.22182, -0.20623, 2.64524], [-3.40928, 0.76572, 1.11060], [-4.33773, 0.40256, -0.05852], [-5.36508, 0.26832, 0.27060], [-4.16385, 1.58248, -1.01122], [-4.36175, 1.32840, -2.04935], [-2.70131, 1.93872, -0.76496], [-2.45444, 2.97771, -0.99086], [-2.48426, 1.73630, 0.62090], [-2.04484, 1.27866, -1.35063], [-4.80687, 2.41202, -0.71483], [-3.99863, -0.52092, -0.52791], [-3.97134, 1.23265, 1.93090], [4.13382, -0.28039, 0.45577], [4.44654, 1.39944, 0.48129], [3.38459, 2.13661, 0.05484], [3.38978, 3.21077, -0.00047], [5.40255, 1.75684, 0.80974], [0.24542, 1.95853, -0.00930], [0.59432, 1.36628, -1.63135], [1.16194, 2.96848, -1.12580]],
  "nbo_charge": [-0.64, 0.03, -0.37, 0.78, -0.59, -0.53, -0.18, 0.21, 0.25, 0.65, -0.63, -0.61, 0.42, -0.24, 0.23, 0.20, 0.09, -0.44, 0.22, -0.43, 0.22, -0.06, 0.19, -0.55, 0.16, 0.20, 0.22, 0.18, 0.51, -0.38, -0.26, 0.22, 0.24, 0.23, 0.24, 0.22],
  "smiles": "Cc1ccsc1C(=O)OCC(=O)NC[C@@H]1CCCO1",
  "multiplicity": 1,
  "gap_ev": 9.6,
  "relative_energy_kj_mol": 78.2
}